Entry 1:
DFT (wB97M-V/def2-TZVPD) results for a cluster of 7 separate species, C12H43N3O7 in total at a distorted geometry.

Values from the calculation:
E = -1172.92192 Ha
Charge = +2
Energy above the lowest of the compared OMol25 structures with the same formula, charge and spin = 0.0 kcal per mole

Bonds (Å) are listed after each position.
Positions of all 65 atoms, in Å:
1 O -3.787 -2.542 3.346  H2 0.960, H3 0.960, H4 0.960
2 H -2.997 -2.092 3.039  O1 0.960
3 H -3.809 -3.402 2.919  O1 0.960
4 H -3.694 -2.630 4.298  O1 0.960
5 O 1.008 -1.447 5.852  H6 0.960, H7 0.960, H8 0.960
6 H 0.671 -1.355 6.746  O5 0.960
7 H 1.556 -2.187 5.581  O5 0.960
8 H 0.215 -1.428 5.312  O5 0.960
9 O 1.367 -3.760 1.296  H10 0.960, H11 0.960, H12 0.960
10 H 1.715 -4.076 2.133  O9 0.960
11 H 0.794 -4.467 0.991  O9 0.960
12 H 0.817 -2.988 1.447  O9 0.960
13 O -0.549 -1.128 2.619  H14 0.977
14 H -0.067 -0.312 2.386  O13 0.977
15 C -3.271 -0.048 -1.894  C16 1.483, H21 1.090, H22 1.090, H23 1.090
16 C -2.319 -0.483 -2.945  C15 1.483, C17 1.596, N20 1.442, H24 1.090
17 C -2.182 -2.074 -2.907  C16 1.596, O18 1.435, H25 1.090, H26 1.090
18 O -1.405 -2.756 -3.902  C17 1.435, C19 1.411
19 C -0.605 -3.846 -3.499  O18 1.411, H27 1.090, H28 1.090, H29 1.090
20 N -2.875 0.015 -4.178  C16 1.442, H30 1.010, H31 1.010
21 H -3.343 1.039 -1.944  C15 1.090
22 H -2.918 -0.283 -0.890  C15 1.090
23 H -4.207 -0.540 -2.157  C15 1.090
24 H -1.454 0.111 -2.650  C16 1.090
25 H -3.123 -2.526 -3.222  C17 1.090
26 H -1.915 -2.421 -1.909  C17 1.090
27 H -0.178 -4.474 -4.281  C19 1.090
28 H -1.215 -4.537 -2.918  C19 1.090
29 H 0.086 -3.441 -2.760  C19 1.090
30 H -3.131 -0.695 -4.849  N20 1.010
31 H -2.237 0.682 -4.589  N20 1.010
32 C -1.884 4.689 1.093  C33 1.543, H38 1.090, H39 1.090, H40 1.090
33 C -1.142 4.081 2.302  C32 1.543, C34 1.589, N37 1.431, H41 1.090
34 C -2.150 3.600 3.431  C33 1.589, O35 1.393, H42 1.090, H43 1.090
35 O -1.376 2.964 4.399  C34 1.393, C36 1.437
36 C -1.946 2.570 5.658  O35 1.437, H44 1.090, H45 1.090, H46 1.090
37 N -0.449 2.939 1.789  C33 1.431, H47 1.010, H48 1.010
38 H -2.142 5.732 1.281  C32 1.090
39 H -2.773 4.085 0.911  C32 1.090
40 H -1.256 4.651 0.203  C32 1.090
41 H -0.452 4.887 2.552  C33 1.090
42 H -2.903 2.946 2.990  C34 1.090
43 H -2.721 4.439 3.830  C34 1.090
44 H -2.711 1.793 5.688  C36 1.090
45 H -2.595 3.370 6.013  C36 1.090
46 H -1.275 2.198 6.432  C36 1.090
47 H 0.376 2.879 2.369  N37 1.010
48 H -0.900 2.137 2.203  N37 1.010
49 C 4.616 1.276 -3.999  C50 1.477, H55 1.090, H56 1.090, H57 1.090
50 C 4.285 -0.164 -3.998  C49 1.477, C51 1.595, N54 1.492, H58 1.090
51 C 5.005 -0.978 -2.830  C50 1.595, O52 1.452, H59 1.090, H60 1.090
52 O 4.381 -1.204 -1.539  C51 1.452, C53 1.423
53 C 3.944 -0.009 -0.901  O52 1.423, H61 1.090, H62 1.090, H63 1.090
54 N 2.797 -0.251 -4.060  C50 1.492, H64 1.010, H65 1.010
55 H 4.284 1.793 -3.099  C49 1.090
56 H 4.295 1.747 -4.928  C49 1.090
57 H 5.700 1.309 -4.112  C49 1.090
58 H 4.597 -0.592 -4.950  C50 1.090
59 H 5.863 -0.490 -2.367  C51 1.090
60 H 5.338 -1.932 -3.239  C51 1.090
61 H 2.938 0.183 -1.274  C53 1.090
62 H 4.578 0.865 -1.050  C53 1.090
63 H 3.749 -0.250 0.144  C53 1.090
64 H 2.292 0.077 -3.249  N54 1.010
65 H 2.688 -1.250 -4.167  N54 1.010

---

Entry 2:
DFT (wB97M-V/def2-TZVPD) results for a cluster of 3 separate species, C3H13NO2 in total.

Values from the calculation:
E = -327.30873 Ha
SMILES string = CN(C)C.O.O
Energy above the lowest of the compared OMol25 structures with the same formula, charge and spin = 20.8 kcal per mole

Bonds (Å) are listed after each position.
Positions of all 19 atoms, in Å:
1 C -1.413 0.705 0.469  N2 1.454, H5 1.083, H6 1.104, H7 1.082
2 N -0.281 -0.144 0.802  C1 1.454, C3 1.459, C4 1.443
3 C 0.757 0.612 1.497  N2 1.459, H8 1.091, H9 1.088, H10 1.101
4 C -0.729 -1.260 1.600  N2 1.443, H11 1.090, H12 1.089, H13 1.105
5 H -1.079 1.550 -0.120  C1 1.083
6 H -1.871 1.137 1.377  C1 1.104
7 H -2.148 0.136 -0.086  C1 1.082
8 H 1.618 -0.039 1.656  C3 1.091
9 H 1.051 1.463 0.887  C3 1.088
10 H 0.410 0.971 2.479  C3 1.101
11 H 0.124 -1.802 2.011  C4 1.090
12 H -1.292 -1.962 0.987  C4 1.089
13 H -1.353 -0.956 2.459  C4 1.105
14 O 0.383 1.058 -4.114  H15 0.963, H16 0.964
15 H 1.043 0.389 -3.905  O14 0.963
16 H 0.806 1.902 -3.917  O14 0.964
17 O 1.343 -0.923 -1.561  H18 0.970, H19 0.962
18 H 0.974 -1.052 -0.673  O17 0.970
19 H 1.657 -1.786 -1.848  O17 0.962

---

Entry 3:
DFT (wB97M-V/def2-TZVPD) results for a cluster of 11 separate species, C60H90F3N11O7 in total at a distorted geometry.

Values from the calculation:
E = -3768.53784 Ha
SMILES string = C#Cc1c2c(c(C[C@H](C)O)c(OCCOCC)c1C(F)(F)F)C(=O)N(CC(=O)O)C2=O.CCCC#N.CCCC#N.CCCC#N.CCCC#N.CCCC#N.CCCC#N.CCCC#N.CCCC#N.CCCC#N.CCCC#N

Bonds (Å) are listed after each position.
Positions of all 171 atoms, in Å:
1 C 4.984 -0.917 0.457  C2 1.227, H32 1.140
2 C 4.162 -0.031 0.669  C1 1.227, C3 1.536
3 C 2.941 0.898 0.621  C2 1.536, C4 1.486, C18 1.525
4 C 3.180 2.310 0.220  C3 1.486, C5 1.520, C30 1.576
5 C 2.048 3.317 0.113  C4 1.520, C6 1.486, C23 1.577
6 C 0.661 2.863 0.393  C5 1.486, C7 1.585, C11 1.518
7 C -0.503 3.927 0.227  C6 1.585, C8 1.587, H33 1.136, H34 1.140
8 C -1.026 4.501 1.611  C7 1.587, C9 1.597, O10 1.432, H35 1.144
9 C -0.345 5.917 1.894  C8 1.597, H36 1.138, H37 1.132, H38 1.129
10 O -0.845 3.570 2.683  C8 1.432, H39 0.978
11 C 0.423 1.427 0.823  C6 1.518, O12 1.415, C18 1.524
12 O -0.936 1.112 1.063  C11 1.415, C13 1.473
13 C -1.442 0.461 -0.158  O12 1.473, C14 1.580, H40 1.136, H41 1.143
14 C -2.235 -0.872 0.142  C13 1.580, O15 1.433, H42 1.142, H43 1.130
15 O -2.733 -1.524 -1.034  C14 1.433, C16 1.448
16 C -2.508 -2.952 -0.968  O15 1.448, C17 1.590, H44 1.140, H45 1.135
17 C -3.215 -3.657 0.270  C16 1.590, H46 1.137, H47 1.144, H48 1.131
18 C 1.541 0.402 0.969  C3 1.525, C11 1.524, C19 1.562
19 C 1.224 -1.052 1.445  C18 1.562, F20 1.414, F21 1.380, F22 1.406
20 F 0.901 -1.794 0.285  C19 1.414
21 F 2.258 -1.702 2.088  C19 1.380
22 F 0.142 -1.104 2.341  C19 1.406
23 C 2.669 4.706 -0.304  C5 1.577, O24 1.209, N25 1.478
24 O 2.189 5.670 -0.852  C23 1.209
25 N 4.072 4.508 0.114  C23 1.478, C26 1.496, C30 1.479
26 C 4.048 4.939 1.547  N25 1.496, C27 1.581, H49 1.141, H50 1.136
27 C 4.824 3.993 2.549  C26 1.581, O28 1.210, O29 1.431
28 O 5.998 4.094 2.824  C27 1.210
29 O 4.104 2.963 3.232  C27 1.431, H51 0.984
30 C 4.486 3.112 -0.146  C4 1.576, N25 1.479, O31 1.204
31 O 5.541 2.713 -0.567  C30 1.204
32 H 5.770 -1.686 0.156  C1 1.140
33 H -1.314 3.473 -0.425  C7 1.136
34 H -0.071 4.810 -0.348  C7 1.140
35 H -2.145 4.700 1.476  C8 1.144
36 H -0.641 6.278 2.932  C9 1.138
37 H -0.595 6.695 1.110  C9 1.132
38 H 0.777 5.790 1.896  C9 1.129
39 H -1.453 3.833 3.404  O10 0.978
40 H -2.083 1.166 -0.777  C13 1.136
41 H -0.510 0.244 -0.782  C13 1.143
42 H -3.084 -0.695 0.885  C14 1.142
43 H -1.514 -1.582 0.646  C14 1.130
44 H -1.399 -3.217 -0.958  C16 1.140
45 H -2.917 -3.441 -1.907  C16 1.135
46 H -3.313 -4.781 0.128  C17 1.137
47 H -2.516 -3.516 1.164  C17 1.144
48 H -4.188 -3.167 0.575  C17 1.131
49 H 4.573 5.950 1.599  C26 1.141
50 H 3.002 5.112 1.953  C26 1.136
51 H 3.471 3.376 3.863  O29 0.984
52 C -0.355 0.539 6.321  C53 1.525, H57 1.093, H58 1.092, H59 1.094
53 C -1.854 0.272 6.231  C52 1.525, C54 1.531, H60 1.094, H61 1.093
54 C -2.537 1.084 5.127  C53 1.531, C55 1.493, H62 1.093, H63 1.094
55 C -2.370 2.544 5.389  C54 1.493, N56 1.167
56 N -2.234 3.684 5.600  C55 1.167
57 H -0.147 1.581 6.576  C52 1.093
58 H 0.094 -0.081 7.100  C52 1.092
59 H 0.141 0.310 5.375  C52 1.094
60 H -2.314 0.500 7.197  C53 1.094
61 H -2.015 -0.792 6.041  C53 1.093
62 H -3.604 0.849 5.092  C54 1.093
63 H -2.106 0.845 4.151  C54 1.094
64 C -5.253 2.818 -3.715  C65 1.525, H69 1.093, H70 1.092, H71 1.094
65 C -5.474 1.313 -3.613  C64 1.525, C66 1.531, H72 1.094, H73 1.093
66 C -6.074 0.888 -2.270  C65 1.531, C67 1.492, H74 1.092, H75 1.093
67 C -5.155 1.269 -1.158  C66 1.492, N68 1.156
68 N -4.444 1.564 -0.297  C67 1.156
69 H -4.537 3.171 -2.969  C64 1.093
70 H -4.851 3.077 -4.697  C64 1.092
71 H -6.191 3.363 -3.577  C64 1.094
72 H -4.519 0.802 -3.769  C65 1.094
73 H -6.142 0.996 -4.418  C65 1.093
74 H -6.225 -0.193 -2.251  C66 1.092
75 H -7.043 1.369 -2.114  C66 1.093
76 C 2.654 -2.491 -3.115  C77 1.526, H81 1.093, H82 1.092, H83 1.094
77 C 1.975 -2.474 -4.481  C76 1.526, C78 1.531, H84 1.094, H85 1.093
78 C 0.465 -2.233 -4.390  C77 1.531, C79 1.492, H86 1.092, H87 1.093
79 C -0.178 -3.321 -3.596  C78 1.492, N80 1.156
80 N -0.672 -4.163 -2.978  C79 1.156
81 H 2.282 -3.306 -2.490  C76 1.093
82 H 3.731 -2.635 -3.227  C76 1.092
83 H 2.492 -1.548 -2.584  C76 1.094
84 H 2.169 -3.425 -4.987  C77 1.094
85 H 2.424 -1.687 -5.093  C77 1.093
86 H 0.025 -2.215 -5.389  C78 1.092
87 H 0.259 -1.273 -3.911  C78 1.093
88 C -0.749 9.588 4.054  C89 1.525, H93 1.093, H94 1.092, H95 1.094
89 C 0.219 9.511 5.229  C88 1.525, C90 1.531, H96 1.094, H97 1.093
90 C 1.686 9.498 4.792  C89 1.531, C91 1.492, H98 1.092, H99 1.093
91 C 1.951 8.308 3.932  C90 1.492, N92 1.155
92 N 2.153 7.387 3.264  C91 1.155
93 H -0.663 8.714 3.403  C88 1.093
94 H -1.780 9.624 4.413  C88 1.092
95 H -0.567 10.484 3.453  C88 1.094
96 H -0.001 8.613 5.813  C89 1.094
97 H 0.051 10.370 5.885  C89 1.093
98 H 2.339 9.456 5.667  C90 1.092
99 H 1.928 10.404 4.232  C90 1.093
100 C 5.836 5.460 -2.665  C101 1.525, H105 1.093, H106 1.092, H107 1.092
101 C 6.019 6.708 -3.521  C100 1.525, C102 1.531, H108 1.094, H109 1.093
102 C 4.916 6.877 -4.570  C101 1.531, C103 1.493, H110 1.092, H111 1.093
103 C 4.911 5.708 -5.499  C102 1.493, N104 1.156
104 N 4.908 4.802 -6.217  C103 1.156
105 H 5.884 4.549 -3.266  C100 1.093
106 H 6.626 5.395 -1.914  C100 1.092
107 H 4.875 5.480 -2.146  C100 1.092
108 H 6.995 6.660 -4.015  C101 1.094
109 H 6.030 7.587 -2.871  C101 1.093
110 H 5.083 7.789 -5.147  C102 1.092
111 H 3.938 6.955 -4.088  C102 1.093
112 C -5.985 -4.857 -2.975  C113 1.525, H117 1.093, H118 1.092, H119 1.094
113 C -6.217 -6.363 -2.905  C112 1.525, C114 1.531, H120 1.094, H121 1.093
114 C -6.845 -6.807 -1.581  C113 1.531, C115 1.489, H122 1.092, H123 1.093
115 C -5.948 -6.454 -0.447  C114 1.489, N116 1.157
116 N -5.249 -6.177 0.433  C115 1.157
117 H -5.281 -4.522 -2.209  C112 1.093
118 H -5.564 -4.582 -3.944  C112 1.092
119 H -6.923 -4.309 -2.843  C112 1.094
120 H -5.263 -6.876 -3.053  C113 1.094
121 H -6.873 -6.660 -3.728  C113 1.093
122 H -7.004 -7.888 -1.584  C114 1.092
123 H -7.814 -6.323 -1.434  C114 1.093
124 C 5.349 -4.833 -4.814  C125 1.525, H129 1.092, H130 1.092, H131 1.094
125 C 6.786 -4.322 -4.838  C124 1.525, C126 1.531, H132 1.094, H133 1.093
126 C 7.458 -4.370 -3.463  C125 1.531, C127 1.492, H134 1.092, H135 1.093
127 C 6.707 -3.511 -2.501  C126 1.492, N128 1.156
128 N 6.126 -2.845 -1.755  C127 1.156
129 H 4.713 -4.216 -4.175  C124 1.092
130 H 4.921 -4.808 -5.818  C124 1.092
131 H 5.305 -5.864 -4.451  C124 1.094
132 H 6.792 -3.296 -5.218  C125 1.094
133 H 7.366 -4.927 -5.539  C125 1.093
134 H 8.486 -4.008 -3.536  C126 1.092
135 H 7.485 -5.394 -3.084  C126 1.093
136 C -5.067 -1.760 6.423  C137 1.525, H141 1.093, H142 1.092, H143 1.094
137 C -6.370 -1.314 5.767  C136 1.525, C138 1.531, H144 1.094, H145 1.093
138 C -6.909 -2.334 4.760  C137 1.531, C139 1.493, H146 1.092, H147 1.093
139 C -5.917 -2.541 3.664  C138 1.493, N140 1.156
140 N -5.147 -2.702 2.817  C139 1.156
141 H -4.265 -1.874 5.689  C136 1.093
142 H -4.735 -1.017 7.152  C136 1.092
143 H -5.195 -2.713 6.943  C136 1.094
144 H -6.206 -0.354 5.268  C137 1.094
145 H -7.121 -1.149 6.544  C137 1.093
146 H -7.847 -1.977 4.329  C138 1.092
147 H -7.104 -3.291 5.251  C138 1.093
148 C -6.699 -10.524 3.306  C149 1.525, H153 1.093, H154 1.092, H155 1.094
149 C -6.438 -9.026 3.182  C148 1.525, C150 1.529, H156 1.094, H157 1.093
150 C -7.720 -8.192 3.208  C149 1.529, C151 1.490, H158 1.092, H159 1.093
151 C -8.596 -8.574 2.065  C150 1.490, N152 1.158
152 N -9.271 -8.869 1.173  C151 1.158
153 H -7.290 -10.900 2.467  C148 1.093
154 H -5.756 -11.074 3.310  C148 1.092
155 H -7.232 -10.754 4.233  C148 1.094
156 H -5.895 -8.836 2.252  C149 1.094
157 H -5.791 -8.710 4.004  C149 1.093
158 H -7.478 -7.129 3.130  C150 1.092
159 H -8.262 -8.348 4.145  C150 1.093
160 C 9.844 -1.504 -4.162  C161 1.524, H165 1.093, H166 1.092, H167 1.094
161 C 10.036 -0.272 -5.038  C160 1.524, C162 1.531, H168 1.094, H169 1.093
162 C 8.951 -0.129 -6.108  C161 1.531, C163 1.493, H170 1.092, H171 1.093
163 C 8.969 -1.317 -7.013  C162 1.493, N164 1.156
164 N 8.983 -2.238 -7.711  C163 1.156
165 H 9.907 -2.427 -4.746  C160 1.093
166 H 10.620 -1.552 -3.396  C160 1.092
167 H 8.871 -1.479 -3.661  C160 1.094
168 H 11.021 -0.324 -5.512  C161 1.094
169 H 10.032 0.619 -4.405  C161 1.093
170 H 9.123 0.772 -6.700  C162 1.092
171 H 7.964 -0.048 -5.646  C162 1.093

---

| no. | LUMO (eV) | Kohn-Sham gap (eV) |
| --- | --- | --- |
| 1 | -7.72 | 4.52 |
| 2 | 0.81 | 9.79 |
| 3 | -0.55 | 8.07 |